[1]
The following is a quantum chemistry calculation of a 4-piece molecular cluster, C8H8Cl9N overall, from the Open Molecules 2025 dataset.

As for the gap between HOMO and LUMO: 10.0 eV. For the HOMO energy, the calculation gives -0.357 hartree. The total energy comes out at -4506.098159 hartree. The energy relative to the best compared isomer or geometry (same formula, charge and spin) comes out at 23.4 kJ/mol.

CARTESIAN COORDINATES (ANGSTROEM)
Cl (11.42633, 12.77525, 22.48461)
C (12.44750, 12.77986, 21.03833)
Cl (12.20421, 14.23556, 20.09822)
Cl (12.14547, 11.33473, 20.07433)
H (13.47573, 12.73537, 21.37015)
Cl (12.94572, 6.89001, 17.76495)
C (13.62088, 8.21744, 18.70340)
Cl (15.30729, 8.49337, 18.23165)
Cl (13.47107, 7.94719, 20.42061)
H (13.08336, 9.11721, 18.43503)
Cl (11.18729, 10.18797, 13.60524)
C (12.02828, 10.72509, 15.04756)
Cl (11.37466, 9.94550, 16.49505)
Cl (11.95610, 12.47758, 15.20729)
H (13.06549, 10.42757, 14.97261)
C (16.67540, 6.99999, 21.67691)
C (17.38713, 7.85328, 22.49733)
C (17.56645, 7.48375, 23.82430)
N (17.07070, 6.36941, 24.34314)
C (16.39876, 5.55023, 23.54460)
C (16.18919, 5.80763, 22.20060)
H (16.46497, 7.27688, 20.65233)
H (17.75446, 8.78689, 22.09252)
H (18.13222, 8.11971, 24.49738)
H (16.01092, 4.65426, 24.01700)
H (15.61813, 5.13401, 21.57510)

***

[2]
The following is a quantum chemistry calculation of one molecule with the formula C8H8ClN in a non-equilibrium geometry, from the Open Molecules 2025 dataset.

As for the gap between HOMO and LUMO (spin up / spin down): 8.4 / 6.7 eV. For the HOMO energy (spin up / spin down), the calculation gives -0.300 / -0.293 hartree. The total energy comes out at -824.445709 hartree. The energy relative to the best compared isomer or geometry (same formula, charge and spin) comes out at 175.5 kJ/mol.

CARTESIAN COORDINATES (ANGSTROEM)
C (2.44292, 1.04498, -0.11276)
C (1.17816, 1.60525, -0.25163)
C (2.68920, -0.30313, 0.22910)
C (0.10378, 0.76360, -0.13067)
C (1.57871, -1.13885, 0.16673)
C (0.23768, -0.65351, 0.03510)
C (-2.13266, -1.07727, -0.33438)
C (-2.75981, 0.03521, 0.52395)
N (-0.73991, -1.56615, -0.00829)
Cl (-4.14611, 0.71841, -0.12765)
H (3.33422, 1.63266, -0.33002)
H (1.06271, 2.66280, -0.45770)
H (3.67317, -0.65087, 0.47867)
H (-0.83612, 1.19601, -0.03783)
H (1.58069, -2.05901, 0.56167)
H (-2.80986, -1.87323, -0.14601)
H (-2.18035, -0.96335, -1.42742)
H (-2.27640, 0.62646, 1.36914)

***

[3]
The following is a quantum chemistry calculation of a 3-piece molecular cluster, C8H8ClNO3 overall in a non-equilibrium geometry, from the Open Molecules 2025 dataset.

As for the gap between HOMO and LUMO: 9.6 eV. For the HOMO energy, the calculation gives -0.329 hartree. The total energy comes out at -1050.285797 hartree. The energy relative to the best compared isomer or geometry (same formula, charge and spin) comes out at 66.2 kJ/mol.

CARTESIAN COORDINATES (ANGSTROEM)
O (0.86848, -0.88141, -2.72616)
C (0.91811, -0.14168, -1.83602)
N (1.07362, 0.70420, -1.02236)
C (0.91042, 1.03173, 0.30161)
C (0.57656, 0.18803, 1.43184)
C (0.49712, 0.70734, 2.71873)
C (0.79867, 2.07087, 2.90985)
C (1.28816, 2.79651, 1.81513)
C (1.27170, 2.32893, 0.52487)
H (0.34166, -0.87272, 1.25403)
H (0.23833, -0.07924, 3.54474)
H (0.67943, 2.34187, 3.92222)
H (1.75403, 3.84862, 1.85061)
H (1.67986, 3.06606, -0.27585)
O (-1.10694, -3.08580, -1.30599)
C (-1.13492, -3.13350, -2.49352)
O (-2.02109, -2.47659, -3.23348)
H (-0.40605, -3.72953, -2.94077)
H (-2.75682, -1.99703, -2.92883)
Cl (-3.37056, -1.25581, -0.78104)
H (-2.09980, -1.43085, -0.72962)

***

The lowest energy relative to the best compared isomer or geometry (same formula, charge and spin) belongs to which entry? C8H8Cl9N

***

energy relative to the best compared isomer or geometry (same formula, charge and spin) of number 2 (C8H8ClN)? 175.5 kJ/mol